C21H52BF3N6O8P2S | wB97M-V/def2-TZVPD

Last column: Mulliken charge in e.
Atoms and positions in Å:
C 5.31895 -6.03683 -5.39688  -0.716
C 5.05254 -5.18396 -6.81080  -0.528
C 3.38741 -5.03240 -6.88443  -0.498
C 3.01784 -3.69728 -6.02698  -0.760
C 1.74743 -3.79991 -5.01509  0.549
B 0.51044 -4.84360 -5.27942  0.756
O 0.70806 -6.26807 -4.89153  -0.597
O -0.80314 -4.49330 -5.86257  -0.545
C -1.92194 -4.87731 -4.98786  -0.160
C -3.31570 -4.85417 -5.91216  -0.954
O 2.30415 -4.20712 -3.68154  -0.378
S 1.44984 -3.26852 -2.49299  1.168
O 2.42860 -2.72343 -1.41846  -0.534
O 0.25413 -3.98339 -1.78201  -0.593
O 0.60656 -2.08416 -3.44399  -0.440
C 1.36662 -2.20962 -4.71491  -0.216
C 0.79613 -1.27859 -5.93492  0.684
F 0.32736 -2.01522 -7.13014  -0.197
F 1.82748 -0.25920 -6.35190  -0.260
F -0.38458 -0.47888 -5.43670  -0.258
H 4.31611 -6.06604 -4.75837  0.111
H 6.22493 -5.62446 -4.77921  0.259
H 5.58092 -7.17433 -5.63918  0.288
H 5.60419 -4.14996 -6.82599  0.307
H 5.38366 -5.91156 -7.68880  0.308
H 2.97508 -6.04551 -6.47513  0.151
H 3.13853 -4.85097 -8.02587  0.343
H 2.96591 -2.79595 -6.80571  0.273
H 3.97196 -3.44750 -5.35317  0.340
H 1.67857 -6.48997 -4.78078  0.304
H -2.07755 -4.15324 -4.05912  0.208
H -1.86231 -5.96034 -4.54856  0.258
H -4.18374 -5.44808 -5.35876  0.313
H -3.62106 -3.75716 -6.19819  0.260
H -3.03976 -5.45638 -6.89794  0.255
H 2.42315 -1.75270 -4.49857  0.533
C 3.27614 1.23419 2.67087  -1.229
N 1.85423 1.22897 2.40977  0.395
C 1.11609 0.53927 3.45518  -1.058
P 1.00327 2.04474 1.20610  0.877
O 0.21748 2.95017 2.18604  -0.847
N 1.90507 3.36998 0.59556  0.230
C 2.86951 4.08319 1.42162  -1.000
C 1.05901 4.36122 -0.08639  -1.169
N 1.90660 1.00388 0.07959  0.064
C 1.33544 -0.34313 -0.04032  -1.015
C 2.34430 1.44572 -1.24143  -1.039
H 3.86830 1.32051 1.75558  0.317
H 3.60205 0.29757 3.13904  0.396
H 3.54723 2.05136 3.34641  0.321
H 1.35995 -0.52889 3.45527  0.317
H 0.03438 0.61323 3.30317  0.235
H 1.33889 0.95486 4.44345  0.357
H 2.45438 4.36007 2.40037  0.216
H 3.22131 4.99995 0.93300  0.377
H 3.77167 3.48849 1.56571  0.277
H 0.53097 5.00628 0.62469  0.304
H 0.30966 3.86109 -0.70900  0.380
H 1.65609 4.99006 -0.75462  0.327
H 2.12763 -1.08741 0.08821  0.204
H 0.84498 -0.51094 -1.00651  0.323
H 0.58144 -0.53749 0.73047  0.381
H 3.09432 2.24060 -1.18341  0.225
H 1.49955 1.79447 -1.84571  0.343
H 2.84166 0.63294 -1.78376  0.437
C -5.70991 2.75658 6.50203  -1.163
N -4.31579 2.41449 6.67355  0.201
C -4.11286 1.53026 7.80949  -1.153
P -3.01706 2.75341 5.65527  0.888
O -2.72384 1.27215 5.31257  -0.851
N -3.54862 3.08963 4.05944  0.321
C -4.76748 2.50223 3.52044  -1.099
C -2.47869 2.92837 3.06312  -1.400
N -3.35415 4.45622 6.04924  0.055
C -2.80361 4.86457 7.34740  -1.128
C -3.16975 5.54878 5.09833  -1.001
H -5.84500 3.71464 5.99239  0.323
H -6.21785 2.86834 7.46752  0.377
H -6.23763 1.97937 5.94072  0.313
H -4.34527 2.04989 8.74565  0.374
H -3.07159 1.20047 7.88487  0.337
H -4.73760 0.63399 7.73583  0.370
H -4.81510 1.41734 3.68684  0.314
H -4.86139 2.68251 2.44264  0.348
H -5.64976 2.97429 3.95296  0.289
H -2.30403 1.87487 2.81774  0.372
H -1.53936 3.34741 3.43910  0.449
H -2.71900 3.46842 2.14167  0.392
H -3.58185 5.36548 7.93175  0.276
H -1.94441 5.53875 7.25010  0.399
H -2.46131 4.00534 7.93472  0.398
H -3.86111 5.48120 4.25265  0.247
H -2.14236 5.57840 4.71892  0.322
H -3.39201 6.51678 5.56274  0.451

Atomic forces in eV per Å
C 0.20 -0.46 -0.24
C -0.94 -1.74 0.64
C 1.83 0.67 -0.82
C 1.08 -0.16 -0.17
C 0.44 2.19 -0.81
B -2.14 -2.74 -0.68
O 1.09 3.32 -1.06
O 2.56 -0.78 3.08
C -2.90 -0.48 0.36
C 1.05 -0.58 -0.11
O -2.08 2.71 1.03
S -2.28 -1.25 7.10
O -2.91 -1.78 -5.50
O 4.69 2.21 -3.74
O 2.91 -2.39 -1.15
C 1.92 0.64 -0.69
C -2.11 1.80 -0.92
F 1.91 2.60 4.01
F -3.44 -3.63 1.19
F 3.99 -2.65 -1.80
H 2.34 0.28 -1.10
H -1.93 -0.70 -1.06
H -0.62 2.52 0.41
H -1.12 -2.09 -0.11
H -0.52 1.95 1.72
H 0.45 2.07 -0.95
H 0.03 -0.60 2.47
H -0.37 -1.89 1.84
H -2.23 -0.53 -1.18
H -1.71 0.52 0.13
H 0.71 -1.27 -2.08
H 0.41 1.98 -1.00
H 1.88 1.51 -1.11
H 0.53 -2.25 0.65
H -0.71 1.35 2.03
H -1.89 -0.58 -0.54
C 0.19 -0.39 -0.59
N -0.16 -1.36 1.05
C -0.39 0.41 0.11
P 5.57 3.22 3.64
O -2.69 -2.10 -2.06
N 0.76 1.54 -1.68
C 0.14 -0.32 0.40
C -0.07 -0.41 0.00
N -2.73 -0.18 -1.53
C 0.08 -0.62 0.50
C 0.39 0.44 -0.52
H -0.18 0.13 0.02
H -0.21 -0.01 0.01
H 0.05 0.03 0.06
H 0.15 0.01 0.06
H 0.19 0.16 0.05
H -0.06 -0.05 0.09
H 0.08 0.04 0.00
H -0.37 -0.14 -0.14
H -0.10 -0.04 0.16
H -0.08 -0.03 -0.03
H -0.05 0.02 0.05
H 0.10 -0.11 0.09
H -0.16 0.17 -0.14
H 0.12 0.10 0.08
H 0.21 0.09 0.00
H -0.42 -0.02 0.25
H 0.18 -0.02 -0.15
H -0.34 -0.28 0.25
C 0.07 0.68 0.11
N -0.37 -0.44 1.81
C 0.25 -0.35 -0.32
P -6.38 -2.14 -3.18
O 3.51 1.17 1.95
N -0.16 1.00 -1.99
C -0.32 -0.13 0.49
C 0.12 0.33 0.65
N 3.03 0.35 0.24
C -0.15 -0.04 0.64
C -0.09 0.42 -0.67
H 0.16 -0.15 -0.08
H 0.17 -0.09 0.06
H -0.07 -0.03 -0.01
H -0.17 0.01 0.02
H -0.19 0.01 -0.20
H 0.00 -0.08 0.09
H -0.09 0.01 -0.06
H 0.41 0.04 0.15
H -0.02 -0.15 0.10
H 0.11 0.04 0.06
H -0.16 -0.20 -0.11
H -0.10 0.01 0.12
H 0.08 0.11 -0.05
H -0.12 -0.06 -0.07
H -0.20 0.07 -0.10
H 0.28 -0.38 0.19
H -0.12 0.19 -0.08
H 0.20 -0.23 0.39

Results
SMILES: CCCC[C@@]1(B(O)OCC)OS(=O)(=O)O[C@@H]1C(F)(F)F.CN(C)P(=O)(N(C)C)N(C)C.CN(C)P(=O)(N(C)C)N(C)C
HOMO level (eV): -7.41
E_tot (Ha): -3166.7313
LUMO level (eV): -0.8638

C21H53BrGaO15P4 | wB97M-V/def2-TZVPD

Last column: Mulliken charge in e.
Atoms and positions in Å:
C -5.25996 4.15619 -6.40554  -0.651
C -4.45717 4.03822 -7.78416  0.675
O -4.85913 3.19734 -8.59150  -0.589
O -3.42161 4.92766 -7.95255  -0.315
C -2.45183 4.50535 -8.95410  -0.572
Ga -0.85439 3.41617 -8.14705  0.245
P 0.29935 4.96433 -6.74049  0.103
O -0.62051 4.96288 -5.27600  -0.516
Br 0.14442 7.03529 -7.74235  -0.355
H -4.83196 3.44762 -5.64414  0.021
H -5.11279 5.22091 -6.02591  0.266
H -6.35466 4.00921 -6.62408  0.278
H -1.96095 5.46834 -9.32935  0.204
H -2.89435 4.02127 -9.87372  0.323
H 0.14537 2.87618 -9.29417  -0.297
H -1.40807 2.15430 -7.33875  -0.187
H -0.21828 4.32274 -4.65983  0.324
O -4.09874 0.51209 -2.43737  -0.784
P -2.83709 0.38764 -1.58414  1.012
O -2.34872 1.96751 -1.65511  -0.280
C -3.07645 2.93302 -0.91138  -0.389
C -2.81631 2.80475 0.57961  -0.928
O -1.84216 -0.23791 -2.74958  -0.237
C -2.36966 -0.85624 -3.92089  -0.489
C -2.48949 0.14780 -5.05205  -0.851
O -1.54256 0.08171 -0.50040  -0.205
C -1.82584 -0.82852 0.56230  0.061
C -2.25304 -2.19748 0.04935  -1.133
H -4.14617 2.84919 -1.12804  0.295
H -2.74616 3.91571 -1.25478  0.369
H -3.27360 1.89261 0.97587  0.169
H -3.23912 3.65410 1.12090  0.448
H -1.74563 2.74938 0.78656  0.191
H -3.32305 -1.34540 -3.70929  0.342
H -1.67120 -1.64551 -4.21443  0.363
H -3.04139 1.04037 -4.75062  0.157
H -2.99464 -0.29708 -5.91237  0.429
H -1.50108 0.48703 -5.36686  0.260
H -2.59998 -0.40578 1.21085  0.301
H -0.91444 -0.93014 1.15588  -0.061
H -3.21144 -2.14111 -0.48212  0.465
H -2.36897 -2.90342 0.87497  0.403
H -1.51806 -2.59155 -0.65366  0.108
O 2.16522 -3.31280 1.95318  -0.630
P 2.98859 -3.93354 0.82727  1.203
O 1.79614 -3.90400 -0.31489  -0.458
C 1.45731 -2.64593 -0.89003  0.318
C 2.52870 -2.16821 -1.85267  -1.288
O 2.83822 -5.51442 1.29978  -0.398
C 2.48929 -5.85440 2.63601  -0.307
C 0.98838 -6.03107 2.77195  -0.997
O 4.07086 -4.52685 -0.36308  -0.286
C 5.40605 -4.02347 -0.29149  -0.237
C 6.06586 -4.33289 1.04120  -1.106
H 1.27720 -1.90573 -0.10342  0.015
H 0.52103 -2.78397 -1.43401  0.094
H 3.43535 -1.87959 -1.31102  0.201
H 2.18310 -1.29869 -2.41536  0.469
H 2.80465 -2.95834 -2.55373  0.309
H 2.87595 -5.11603 3.34147  0.284
H 2.98443 -6.80107 2.87043  0.353
H 0.43978 -5.16808 2.38886  0.201
H 0.70978 -6.18286 3.81784  0.352
H 0.65315 -6.89472 2.19328  0.301
H 5.40121 -2.94435 -0.47325  0.241
H 5.97498 -4.49294 -1.09735  0.370
H 5.56456 -3.80585 1.86310  0.330
H 7.11353 -4.02431 1.03420  0.413
H 6.01177 -5.40049 1.26267  0.261
O -0.42933 1.21300 4.78202  -0.745
P 0.81976 1.05037 5.64743  1.098
O 1.32767 2.62643 5.62345  -0.374
C 0.60087 3.58036 6.38299  -0.323
C 0.83954 3.41076 7.87313  -0.942
O 1.82068 0.44241 4.47897  -0.451
C 1.29776 -0.13904 3.28744  -0.114
C 1.20625 0.89680 2.18299  -1.009
O 2.09597 0.69958 6.73954  -0.281
C 1.78412 -0.23426 7.77395  -0.225
C 1.34691 -1.57971 7.22034  -1.134
H -0.46671 3.51427 6.15049  0.261
H 0.94648 4.56799 6.06995  0.347
H 0.36704 2.49404 8.23930  0.178
H 0.41882 4.25052 8.43070  0.420
H 1.90663 3.33806 8.09226  0.242
H 0.33635 -0.62147 3.47672  0.338
H 1.98763 -0.92758 2.97734  0.207
H 0.66434 1.78968 2.50290  0.300
H 0.70617 0.48690 1.30245  0.247
H 2.20606 1.22743 1.89259  0.351
H 1.00649 0.18245 8.42223  0.242
H 2.68513 -0.36443 8.37822  0.364
H 0.39733 -1.49486 6.67718  0.333
H 1.20856 -2.30280 8.02733  0.423
H 2.08590 -1.96912 6.51766  0.270

Atomic forces in eV per Å
C 0.97 1.62 -0.73
C -1.17 -0.49 0.19
O 1.34 1.53 1.02
O -1.83 -2.11 0.19
C 1.63 0.68 -1.63
Ga -1.10 0.16 -0.74
P 0.75 -0.65 1.03
O 0.03 0.08 -0.65
Br -0.40 -0.33 0.42
H -0.57 0.59 -0.89
H -0.18 -1.38 -0.26
H 1.28 -0.18 0.31
H -0.85 -1.07 0.58
H -0.05 0.51 1.23
H 0.00 0.31 0.12
H 0.12 0.15 0.32
H 0.03 0.57 -0.50
O -0.74 -1.72 3.84
P 4.87 3.64 -6.76
O -0.43 -0.56 0.63
C 0.00 0.30 0.15
C -0.02 -0.08 0.08
O -0.45 -0.70 1.18
C -0.20 0.13 -0.60
C 0.09 0.11 0.00
O -3.21 -0.82 1.17
C 0.10 -0.57 0.27
C -0.02 0.06 -0.08
H 0.02 0.01 -0.04
H 0.05 -0.15 -0.13
H -0.02 0.02 0.07
H -0.02 -0.05 -0.02
H -0.06 0.06 -0.06
H 0.00 0.16 0.04
H 0.11 0.08 0.20
H -0.08 -0.16 0.05
H 0.07 0.04 0.01
H -0.07 -0.05 -0.05
H 0.09 -0.03 0.13
H -0.04 0.13 -0.10
H 0.00 0.00 0.06
H -0.01 0.06 -0.04
H -0.02 0.02 0.09
O 3.68 2.11 -0.34
P -6.52 -6.20 -1.40
O 0.75 0.44 0.08
C -0.10 0.17 -0.38
C 0.10 0.10 0.01
O 1.16 0.59 0.16
C -0.35 -0.09 0.22
C -0.21 -0.01 -0.06
O 0.88 3.02 1.81
C 0.63 -0.10 -0.03
C -0.07 -0.07 0.08
H -0.03 -0.02 0.00
H 0.07 -0.12 0.10
H 0.02 0.07 -0.02
H 0.01 -0.02 0.07
H -0.11 0.03 0.04
H -0.15 0.06 -0.09
H 0.07 0.04 -0.20
H 0.18 0.07 0.11
H 0.02 -0.03 -0.04
H 0.07 -0.01 0.06
H 0.10 -0.03 -0.10
H -0.23 -0.01 -0.03
H 0.05 0.04 -0.02
H -0.08 0.02 0.02
H 0.02 0.05 -0.08
O -0.81 -1.77 3.77
P 5.03 3.62 -6.58
O -0.44 -0.50 0.60
C 0.00 0.26 0.15
C -0.02 -0.07 0.10
O -0.53 -0.64 1.14
C -0.01 0.04 -0.60
C 0.01 0.22 -0.04
O -3.34 -0.75 1.08
C 0.17 -0.50 0.30
C 0.00 -0.02 -0.11
H 0.02 0.01 -0.04
H 0.05 -0.14 -0.12
H -0.03 0.02 0.06
H -0.02 -0.05 -0.03
H -0.06 0.06 -0.07
H 0.00 0.16 0.00
H 0.03 0.04 0.23
H -0.11 -0.16 0.05
H 0.08 0.05 0.00
H -0.02 -0.08 -0.02
H 0.07 -0.04 0.11
H 0.00 0.18 -0.12
H 0.00 -0.02 0.05
H -0.03 0.06 -0.04
H 0.00 0.05 0.07

Results
Net charge: -1
HOMO level (eV): -3.74
E_tot (Ha): -7824.7557
LUMO level (eV): -0.2912

Values for orbital gap, eV, ordered as above
6.550 3.450